# 1
{
  "formula": "C22H37AuClO3SSi",
  "method": "ωB97M-V/def2-TZVPD",
  "species": ["C", "C", "C", "H", "C", "C", "H", "H", "H", "H", "Au", "Cl", "C", "C", "C", "H", "C", "C", "H", "H", "H", "H", "C", "C", "C", "C", "O", "Si", "S", "O", "C", "C", "C", "C", "O", "C", "C", "C", "C", "H", "H", "H", "H", "H", "H", "H", "H", "H", "H", "H", "H", "H", "H", "H", "H", "H", "H", "H", "H", "H", "H", "H", "H", "H", "H", "H"],
  "xyz": [[-1.16, 2.31, -3.16], [-1.87, 1.81, -4.32], [-0.97, 1.10, -5.12], [-2.93, 1.97, -4.52], [0.33, 1.17, -4.53], [0.25, 1.96, -3.37], [1.09, 2.36, -2.81], [-1.51, 3.11, -2.50], [-1.19, 0.62, -6.07], [1.22, 0.67, -4.90], [-1.17, 0.62, -1.64], [-3.41, 0.46, -0.79], [-1.82, -2.39, -2.19], [-0.83, -2.79, -3.13], [-1.32, -2.45, -4.42], [0.13, -3.24, -2.90], [-2.64, -1.97, -4.28], [-2.97, -1.98, -2.90], [-3.92, -1.67, -2.46], [-1.72, -2.48, -1.10], [-0.78, -2.54, -5.36], [-3.30, -1.68, -5.09], [-1.83, 3.08, 1.37], [-0.41, 2.52, 1.40], [0.49, 3.41, 0.55], [0.09, 2.51, 2.84], [-0.47, 1.16, 0.96], [0.44, -0.15, 0.59], [0.93, -0.36, -1.40], [1.74, -0.09, 1.60], [3.20, -0.14, 1.57], [3.79, -0.24, 0.18], [3.69, 1.13, 2.24], [3.61, -1.37, 2.36], [-0.42, -1.52, 0.93], [-0.95, -2.18, 2.10], [-1.54, -3.54, 1.69], [0.16, -2.37, 3.12], [-2.03, -1.32, 2.75], [-1.83, 4.12, 1.76], [-2.51, 2.48, 2.00], [-2.26, 3.10, 0.36], [0.44, 4.43, 0.96], [1.53, 3.08, 0.57], [0.16, 3.45, -0.50], [-0.54, 1.86, 3.46], [1.12, 2.13, 2.88], [0.07, 3.53, 3.25], [3.49, 0.61, -0.44], [4.88, -0.25, 0.28], [3.46, -1.15, -0.33], [3.31, 1.23, 3.26], [4.78, 1.09, 2.28], [3.40, 2.02, 1.67], [3.20, -1.36, 3.38], [3.26, -2.29, 1.87], [4.70, -1.39, 2.42], [-0.83, -4.19, 1.17], [-1.87, -4.09, 2.59], [-2.43, -3.45, 1.05], [0.51, -1.39, 3.45], [-0.22, -2.95, 3.96], [1.02, -2.88, 2.67], [-1.59, -0.38, 3.09], [-2.82, -1.04, 2.04], [-2.44, -1.88, 3.59]],
  "lumo_energy_ev": [2.7, 1.5],
  "charge": -1,
  "homo_lumo_gap_ev": [6.86, 5.64],
  "homo_ev": [-4.185, -4.161],
  "spin_multiplicity": 3
}


# 2
{
  "formula": "C6H34N2O9",
  "method": "ωB97M-V/def2-TZVPD",
  "species": ["C", "C", "N", "C", "C", "C", "C", "N", "H", "H", "H", "H", "H", "H", "H", "H", "H", "H", "H", "H", "H", "H", "H", "H", "O", "H", "H", "O", "H", "H", "O", "H", "H", "O", "H", "H", "O", "H", "H", "O", "H", "H", "O", "H", "H", "O", "H", "H", "O", "H", "H"],
  "xyz": [[3.51, -0.11, -0.59], [2.52, 0.91, -0.07], [1.33, 1.16, -0.95], [0.15, 0.47, -0.39], [-0.76, -0.15, -1.48], [-0.05, -0.82, -2.72], [0.87, -1.95, -2.14], [0.29, -3.25, -2.21], [3.08, -0.68, -1.40], [3.73, -1.02, -0.01], [4.38, 0.40, -1.08], [2.25, 0.68, 0.97], [2.97, 1.93, 0.06], [1.56, 0.83, -1.89], [0.28, -0.29, 0.37], [-0.34, 1.17, 0.29], [-1.41, 0.60, -1.93], [-1.45, -0.88, -1.10], [0.53, -0.05, -3.22], [-0.82, -1.09, -3.47], [1.84, -1.91, -2.68], [1.24, -1.71, -1.14], [0.92, -4.04, -2.05], [-0.15, -3.46, -3.09], [-3.89, 2.00, -0.89], [-3.88, 1.64, 0.00], [-3.23, 2.70, -0.89], [0.42, -0.60, 3.65], [-0.08, -1.01, 4.37], [-0.08, 0.24, 3.66], [1.43, 3.83, -2.77], [0.51, 3.92, -2.53], [1.64, 2.88, -2.73], [0.85, 3.38, 1.07], [0.96, 2.68, 0.39], [1.79, 3.42, 1.27], [-1.64, -3.25, 0.07], [-2.05, -4.10, -0.18], [-1.47, -3.03, -0.87], [-2.31, 2.80, 1.39], [-2.50, 3.58, 1.93], [-1.34, 2.73, 1.32], [-1.82, 0.96, 3.40], [-2.18, 1.33, 2.56], [-2.23, 1.47, 4.10], [0.93, -3.13, 2.58], [0.65, -2.78, 1.73], [0.56, -2.53, 3.24], [-2.85, -1.82, 2.20], [-1.94, -1.77, 2.50], [-2.72, -2.30, 1.36]],
  "lumo_energy_ev": 0.2,
  "charge": 0,
  "homo_lumo_gap_ev": 9.98,
  "homo_ev": -9.733,
  "de_lowest_ev": 3.849,
  "spin_multiplicity": 1,
  "smiles": "CCNCCCCN.O.O.O.O.O.O.O.O.O"
}


# 3
{
  "formula": "C3H5Br2NO2",
  "method": "ωB97M-V/def2-TZVPD",
  "species": ["C", "C", "C", "N", "O", "O", "Br", "Br", "H", "H", "H", "H", "H"],
  "xyz": [[1.73, 1.19, -0.90], [0.90, 0.13, -0.90], [-0.77, 0.22, 1.06], [-1.12, -1.10, 0.85], [-2.22, -1.31, 0.00], [-0.51, -2.09, 1.12], [0.37, 0.58, 2.47], [-1.84, 1.63, 0.40], [1.44, 2.08, -1.47], [2.58, 1.33, -0.25], [-1.79, -2.05, -0.57], [1.40, -0.79, -0.59], [-0.19, 0.18, -1.21]],
  "lumo_energy_ev": 0.0,
  "charge": 0,
  "homo_lumo_gap_ev": 8.81,
  "homo_ev": -8.841,
  "de_lowest_ev": 5.361,
  "spin_multiplicity": 1
}


# 4
{
  "formula": "C5H33NO12",
  "method": "ωB97M-V/def2-TZVPD",
  "species": ["C", "C", "O", "N", "C", "C", "C", "H", "H", "H", "H", "H", "H", "H", "H", "H", "H", "H", "O", "H", "H", "O", "H", "H", "O", "H", "H", "O", "H", "H", "O", "H", "H", "O", "H", "H", "O", "H", "H", "O", "H", "H", "O", "H", "H", "O", "H", "H", "O", "H", "H"],
  "xyz": [[-0.78, -0.39, 0.97], [0.26, 0.33, 0.10], [0.66, 1.50, 0.18], [0.74, -0.49, -0.87], [1.81, -0.02, -1.84], [1.20, -0.28, -3.22], [3.25, -0.79, -1.54], [-0.94, 0.20, 1.91], [-1.78, -0.22, 0.35], [-0.39, -1.30, 1.26], [0.38, -1.35, -0.92], [1.96, 1.08, -1.77], [1.66, -1.22, -3.58], [0.09, -0.30, -3.27], [1.63, 0.63, -3.83], [3.67, -0.27, -0.47], [3.73, -0.48, -2.35], [3.18, -1.87, -1.40], [-0.17, 2.64, 3.23], [-1.02, 2.51, 3.75], [-0.54, 2.05, 2.43], [1.34, -1.44, 2.72], [0.95, -0.56, 2.49], [2.33, -1.03, 2.77], [-2.40, -2.12, 2.00], [-2.46, -2.67, 1.18], [-2.31, -2.56, 2.74], [-1.28, -4.32, 0.27], [-1.77, -3.92, -0.50], [-0.52, -3.63, 0.32], [-3.21, 3.27, 0.78], [-3.55, 2.68, 0.02], [-2.67, 3.91, 0.30], [-3.56, 0.72, -1.70], [-3.00, 1.49, -2.04], [-4.27, 1.01, -1.14], [0.75, -2.79, 0.57], [1.13, -2.51, 1.45], [1.30, -3.50, 0.21], [-2.19, 3.06, -1.66], [-1.37, 2.68, -1.47], [-2.22, 2.92, -2.62], [-1.38, -1.91, -1.41], [-1.93, -1.23, -1.26], [-1.22, -2.67, -0.79], [3.01, 2.53, -0.59], [2.38, 3.20, -0.21], [2.84, 1.90, 0.11], [2.21, 1.42, 2.72], [2.97, 2.04, 2.78], [1.51, 2.10, 2.86]],
  "lumo_energy_ev": 0.0,
  "charge": 0,
  "homo_lumo_gap_ev": 9.10,
  "homo_ev": -9.057,
  "de_lowest_ev": 6.580,
  "spin_multiplicity": 1,
  "smiles": "CC(=O)NC(C)C.O.O.O.O.O.O.O.O.O.O.O"
}


# 5
{
  "formula": "C24H19Br3MoN5O9",
  "method": "ωB97M-V/def2-TZVPD",
  "species": ["Mo", "C", "C", "N", "C", "C", "N", "C", "O", "O", "C", "O", "O", "H", "H", "H", "H", "H", "C", "O", "C", "O", "N", "N", "H", "H", "H", "H", "H", "H", "Br", "C", "C", "C", "Br", "C", "C", "C", "C", "N", "C", "C", "O", "H", "H", "H", "H", "Br", "C", "C", "C", "C", "C", "C", "C", "O", "O", "H", "H", "H", "H"],
  "xyz": [[0.24, -0.16, 0.15], [-3.45, -1.22, -0.18], [-2.93, -0.37, 0.91], [-1.67, -0.04, 1.11], [-1.61, 0.78, 2.22], [-2.87, 0.95, 2.71], [-3.68, 0.22, 1.87], [-3.47, 1.69, 3.86], [-2.65, 2.39, 4.60], [-4.67, 1.69, 3.97], [-0.28, 1.27, 2.65], [-0.15, 1.97, 3.63], [0.68, 0.85, 1.88], [-2.63, -1.77, -0.63], [-3.92, -0.61, -0.96], [-4.20, -1.92, 0.19], [-4.68, 0.16, 2.00], [-1.70, 2.29, 4.33], [4.53, 0.98, 0.86], [4.24, 1.18, -0.54], [3.08, 0.75, -0.97], [2.29, 0.16, -0.23], [2.89, 0.96, -2.27], [1.70, 0.54, -2.86], [5.48, 1.48, 1.03], [4.61, -0.08, 1.07], [3.74, 1.43, 1.47], [3.65, 1.34, -2.81], [1.82, -0.34, -3.36], [1.36, 1.25, -3.50], [1.66, -3.60, -3.24], [1.76, -3.76, -1.37], [2.42, -4.86, -0.79], [2.51, -4.99, 0.57], [3.40, -6.49, 1.29], [1.97, -4.00, 1.42], [2.01, -3.99, 2.83], [1.47, -2.94, 3.52], [0.89, -1.87, 2.82], [0.83, -1.85, 1.50], [1.34, -2.91, 0.81], [1.18, -2.79, -0.59], [0.50, -1.75, -1.02], [2.85, -5.61, -1.44], [2.48, -4.82, 3.36], [1.49, -2.91, 4.60], [0.50, -1.02, 3.35], [-1.56, 0.48, -4.49], [-1.84, 2.16, -3.67], [-2.43, 3.15, -4.43], [-2.62, 4.42, -3.91], [-2.20, 4.72, -2.62], [-1.61, 3.73, -1.85], [-1.43, 2.44, -2.36], [-0.82, 1.46, -1.45], [-0.09, 1.83, -0.48], [-0.99, 0.20, -1.53], [-2.74, 2.93, -5.45], [-3.09, 5.18, -4.51], [-2.34, 5.71, -2.21], [-1.27, 3.94, -0.85]],
  "lumo_energy_ev": [-3.2, -3.9],
  "charge": 1,
  "homo_lumo_gap_ev": [7.43, 7.07],
  "homo_ev": [-10.678, -11.002],
  "de_lowest_ev": 0.000,
  "spin_multiplicity": 3
}


# 6
{
  "formula": "C29H39N21S3SiZr",
  "method": "ωB97M-V/def2-TZVPD",
  "species": ["Zr", "S", "C", "N", "N", "C", "C", "C", "C", "C", "C", "N", "N", "C", "C", "C", "C", "C", "C", "H", "H", "H", "H", "H", "H", "H", "H", "H", "H", "H", "N", "N", "C", "N", "S", "H", "H", "H", "H", "H", "N", "C", "N", "N", "N", "N", "C", "N", "N", "N", "N", "H", "C", "Si", "C", "C", "C", "C", "C", "C", "N", "C", "S", "H", "H", "H", "H", "H", "H", "H", "H", "H", "H", "H", "H", "C", "C", "C", "C", "N", "C", "N", "N", "N", "H", "H", "H", "H", "H", "H", "H", "H", "H", "H"],
  "xyz": [[0.13, -0.05, 0.11], [-1.64, 1.75, -0.90], [-2.50, 1.82, 0.61], [-3.79, 1.92, 0.75], [-4.52, 1.81, -0.35], [-5.91, 1.80, -0.32], [-6.63, 2.00, 0.86], [-8.02, 1.96, 0.81], [-8.69, 1.73, -0.38], [-7.97, 1.53, -1.54], [-6.58, 1.57, -1.52], [-1.86, 1.82, 1.86], [-0.76, 1.25, 1.90], [-0.16, 1.45, 3.23], [0.16, 2.75, 3.61], [0.71, 2.97, 4.86], [0.92, 1.91, 5.74], [0.56, 0.63, 5.36], [0.03, 0.39, 4.10], [-4.03, 1.65, -1.23], [-6.10, 2.17, 1.78], [-8.57, 2.11, 1.73], [-9.78, 1.70, -0.40], [-8.47, 1.36, -2.48], [-6.01, 1.42, -2.42], [-0.01, 3.55, 2.91], [0.97, 3.98, 5.15], [1.34, 2.09, 6.72], [0.68, -0.20, 6.05], [-0.27, -0.60, 3.82], [0.17, -0.09, -2.43], [0.55, -1.25, -3.12], [0.70, -2.45, -2.52], [1.07, -3.44, -3.38], [0.43, -2.77, -0.91], [-0.75, 0.22, -2.74], [0.85, 0.65, -2.63], [0.77, -1.14, -4.10], [1.51, -3.21, -4.25], [1.36, -4.30, -2.95], [2.53, 1.60, -2.10], [1.96, 2.40, -1.10], [2.09, 3.69, -1.06], [1.43, 4.04, 0.08], [0.92, 3.01, 0.64], [1.24, 1.90, -0.09], [3.01, 0.37, -1.65], [4.17, -0.14, -1.99], [4.22, -1.30, -1.28], [3.15, -1.46, -0.60], [2.32, -0.40, -0.83], [3.22, 2.11, -2.64], [-3.77, -2.68, 3.65], [-4.41, -3.28, 2.02], [-4.14, -5.11, 1.86], [-6.24, -2.89, 1.93], [-3.63, -2.46, 0.50], [-4.33, -2.56, -0.69], [-3.85, -1.98, -1.87], [-2.68, -1.27, -1.80], [-1.96, -1.17, -0.67], [-2.40, -1.77, 0.43], [-1.27, -1.63, 1.74], [-4.45, -3.06, 4.43], [-3.75, -1.59, 3.71], [-2.77, -3.05, 3.86], [-4.63, -5.65, 2.67], [-3.08, -5.34, 1.88], [-4.55, -5.48, 0.91], [-6.75, -3.30, 2.81], [-6.72, -3.32, 1.05], [-6.40, -1.81, 1.92], [-5.28, -3.09, -0.72], [-4.39, -2.04, -2.80], [-2.31, -0.76, -2.68], [4.67, -0.02, 5.09], [5.36, -1.12, 4.29], [5.00, -2.51, 4.80], [5.10, -0.94, 2.80], [3.67, -0.95, 2.44], [2.90, 0.06, 2.07], [1.71, -0.43, 1.80], [1.78, -1.76, 2.01], [2.95, -2.09, 2.41], [4.93, -0.10, 6.15], [3.58, -0.10, 5.01], [4.95, 0.98, 4.75], [6.44, -0.99, 4.38], [3.92, -2.67, 4.78], [5.34, -2.62, 5.83], [5.46, -3.29, 4.19], [5.57, -1.72, 2.19], [5.48, 0.03, 2.46], [3.20, 1.09, 2.00]],
  "lumo_energy_ev": -0.3,
  "charge": 0,
  "homo_lumo_gap_ev": 7.03,
  "homo_ev": -7.376,
  "de_lowest_ev": 0.305,
  "spin_multiplicity": 1
}


# 7
{
  "formula": "C10H11N3",
  "method": "ωB97M-V/def2-TZVPD",
  "species": ["N", "C", "C", "C", "C", "C", "C", "N", "C", "N", "C", "C", "C", "H", "H", "H", "H", "H", "H", "H", "H", "H", "H", "H"],
  "xyz": [[1.50, 0.17, -1.45], [0.84, -0.03, -0.05], [1.70, -0.86, 0.82], [1.37, -2.17, 1.09], [0.17, -2.83, 0.70], [-0.76, -2.10, -0.03], [-0.44, -0.76, -0.24], [-1.50, 0.61, -0.34], [-2.78, 1.01, -0.70], [-2.87, 2.21, -0.34], [-1.72, 2.63, 0.34], [-0.87, 1.62, 0.26], [0.59, 1.39, 0.56], [1.20, -0.58, -2.17], [2.52, 0.21, -1.46], [1.37, 1.17, -1.82], [2.70, -0.38, 1.04], [2.18, -2.66, 1.69], [-0.02, -3.96, 1.09], [-1.76, -2.38, -0.31], [-3.65, 0.56, -1.19], [-1.83, 3.50, 0.97], [1.01, 1.45, 1.55], [1.06, 2.18, 0.00]],
  "lumo_energy_ev": [-11.4, -11.2],
  "charge": 2,
  "homo_lumo_gap_ev": [4.92, 5.20],
  "homo_ev": [-16.307, -16.449],
  "de_lowest_ev": 5.256,
  "spin_multiplicity": 1,
  "smiles": "[NH3+][C@]12C=CC=CC1=[N+]1C=NC=C1C2"
}


# 8
{
  "formula": "C3H4O2",
  "method": "ωB97M-V/def2-TZVPD",
  "species": ["C", "C", "C", "O", "O", "H", "H", "H", "H"],
  "xyz": [[0.56, 0.96, -0.18], [1.17, 0.35, 0.96], [0.19, -0.44, -0.58], [0.78, -0.98, 0.56], [-0.15, -1.17, -1.66], [0.25, 1.93, -0.50], [1.25, 0.44, 2.00], [-1.90, -0.58, 0.14], [0.12, -2.04, -1.37]],
  "lumo_energy_ev": [-0.5, -0.1],
  "charge": 0,
  "homo_lumo_gap_ev": [7.26, 9.18],
  "homo_ev": [-7.802, -9.264],
  "de_lowest_ev": 6.598,
  "spin_multiplicity": 1
}